The following is a quantum chemistry calculation of C4H6O2 as an isolated structure at a distorted geometry, from the OMol25 dataset.

The charge is 0. For the HOMO-LUMO gap, the calculation gives 11.4 eV. The value obtained for the LUMO energy is 0.86 eV. For the energy above the lowest of the compared OMol25 structures with the same formula, charge and spin, the calculation gives 26.44 kcal per mole. The calculation puts the highest occupied orbital energy at -10.568 eV.

Atoms and positions in Å:
C  1.21347  -0.71788  -0.34829
C  0.12047  -0.07454  0.49324
C  -0.52260  1.27880  0.07732
C  -1.29957  -0.55021  0.09388
H  1.03582  -0.67204  -1.46966
H  2.22180  -0.39923  -0.04407
H  1.22590  -1.79347  -0.03481
H  0.48685  -0.07591  1.50953
H  -0.64263  2.04360  0.91232
H  -0.19590  1.88574  -0.82305
O  -1.75710  0.64761  -0.41059
O  -1.88653  -1.57247  0.04419

Löwdin atomic charge list, values in e, 6 entries: -0.06 -0.22 -0.12 -0.47 0.11 0.08



The following is a quantum chemistry calculation of a 5-piece molecular cluster, C20H32O13 overall at a distorted geometry, from the OMol25 dataset.

The charge is 0. For the HOMO-LUMO gap, the calculation gives 10.7 eV. The SMILES is C[C@H]1COC(=O)O1.C[C@H]1COC(=O)O1.C[C@H]1COC(=O)O1.C[C@H]1COC(=O)O1.C1CCOC1. The value obtained for the LUMO energy is 0.17 eV. The calculation puts the highest occupied orbital energy at -10.525 eV.

Atoms and positions in Å:
C  -4.06804  -5.27429  -0.05914
C  -2.62579  -4.83600  -0.23272
C  -2.03148  -4.03992  0.95010
O  -0.95167  -4.80543  1.40620
C  -0.77461  -5.90850  0.63760
O  0.13840  -6.65309  0.76506
O  -1.66097  -5.90806  -0.38695
H  -4.40856  -5.70247  -1.00288
H  -4.65639  -4.35569  -0.00057
H  -4.21203  -5.94886  0.78050
H  -2.51573  -4.21036  -1.11566
H  -2.80657  -3.91323  1.70643
H  -1.77939  -3.07014  0.52581
C  3.42992  3.02263  0.38286
C  3.75475  1.92973  -0.61171
C  2.73287  1.63914  -1.68680
O  3.58846  1.27653  -2.81932
C  4.79596  1.87158  -2.63968
O  5.67398  2.01277  -3.42164
O  4.71109  2.56051  -1.47144
H  2.65793  2.72548  1.09470
H  3.07832  3.96359  -0.04528
H  4.26711  3.40878  0.96829
H  4.22193  1.04136  -0.18116
H  2.19288  2.52560  -2.01834
H  2.01637  0.85748  -1.44801
C  -0.59019  0.28341  -3.95226
C  -0.46146  -1.00021  -3.15438
C  -1.59047  -1.35304  -2.21650
O  -2.27502  -2.37276  -2.91335
C  -1.54034  -2.87907  -3.92990
O  -1.81124  -3.85405  -4.53035
O  -0.39851  -2.11344  -4.03323
H  -0.64588  1.15606  -3.29914
H  -1.55526  0.36591  -4.47056
H  0.10074  0.32940  -4.79105
H  0.47415  -0.94419  -2.59284
H  -2.32387  -0.54973  -2.12957
H  -1.28188  -1.75067  -1.24972
C  -0.04134  2.82580  3.96160
C  -0.12347  4.16193  3.21772
C  1.18124  4.69170  2.60281
O  0.84728  4.91631  1.24326
C  -0.35736  4.46555  0.97120
O  -0.87854  4.42801  -0.10680
O  -0.93407  3.91105  2.06017
H  -1.03630  2.62346  4.35886
H  0.48032  2.99512  4.90992
H  0.44572  2.07537  3.34572
H  -0.65956  4.86341  3.86062
H  1.91697  3.89931  2.75827
H  1.58045  5.55557  3.12991
C  -0.12119  -1.06978  1.49090
C  -1.28384  -0.08575  1.59823
C  -0.84180  0.97824  0.56907
O  0.60793  0.92583  0.69195
C  1.08291  -0.19274  1.51841
H  -0.12469  -1.67836  0.58863
H  -0.10443  -1.67568  2.40180
H  -1.27367  0.35596  2.59463
H  -2.23104  -0.56645  1.35688
H  -1.33172  1.92825  0.75817
H  -1.04153  0.56590  -0.42091
H  1.33118  0.18664  2.51622
H  2.04106  -0.61145  1.20940

Löwdin atomic charge list, values in e, 6 entries: -0.01 -0.29 -0.12 0.07 -0.55 0.17



The following is a quantum chemistry calculation of one molecule with the formula C2H4N2S2 at a distorted geometry, from the OMol25 dataset.

The charge is 0. For the HOMO-LUMO gap, the calculation gives 7.8 eV. The SMILES is [H]/N=C(/N)C(=S)S. The value obtained for the LUMO energy is -1.28 eV. For the energy above the lowest of the compared OMol25 structures with the same formula, charge and spin, the calculation gives 77.30 kcal per mole. The calculation puts the highest occupied orbital energy at -9.101 eV.

Atoms and positions in Å:
H  1.47129  -1.12220  -0.84218
N  1.55024  -0.21168  -0.45482
C  0.34232  0.31193  -0.07269
N  -0.05993  1.51304  0.49212
C  -0.85849  -0.62360  -0.09816
S  -2.46224  -0.09332  -0.16294
S  -0.44529  -2.16307  0.17310
H  0.67314  2.19514  0.29540
H  -1.04822  1.81210  -0.19416
H  0.83719  -1.61835  0.86434

Löwdin atomic charge list, values in e, 6 entries: -0.03 0.05 -0.58 0.04 -1.23 0.63



The following is a quantum chemistry calculation of a 2-piece molecular cluster, C4H14N2O overall at a distorted geometry, from the OMol25 dataset.

The charge is 0. For the HOMO-LUMO gap, the calculation gives 9.9 eV. The SMILES is CNC[C@H](C)N.O. The value obtained for the LUMO energy is 0.92 eV. For the energy above the lowest of the compared OMol25 structures with the same formula, charge and spin, the calculation gives 36.77 kcal per mole. The calculation puts the highest occupied orbital energy at -8.951 eV.

Atoms and positions in Å:
C  2.88497  -0.63063  -1.22624
N  1.64936  -1.04045  -0.54060
C  1.12019  0.05050  0.30275
C  0.06029  0.91796  -0.24554
C  -0.17118  2.27380  0.49851
N  -1.24561  0.20078  -0.20462
H  3.69722  -0.56956  -0.50662
H  2.78166  0.29162  -1.79723
H  3.17396  -1.43618  -1.90412
H  0.93732  -1.26734  -1.22535
H  1.89259  0.72221  0.67842
H  0.77244  -0.48036  1.20308
H  0.30113  1.19024  -1.28542
H  0.07419  2.18665  1.55224
H  0.42390  3.07363  0.05924
H  -1.22518  2.45291  0.32661
H  -1.09216  -0.78061  -0.02407
H  -1.84912  0.23299  -1.01264
O  -4.65459  -2.77135  1.54920
H  -5.49841  -2.53191  1.94369
H  -4.03298  -2.08489  1.85873

Löwdin atomic charge list, values in e, 6 entries: -0.14 -0.11 -0.26 -0.45 -0.06 0.02



The following is a quantum chemistry calculation of a 2-piece molecular cluster, C28H33N5O3 overall at a distorted geometry, from the OMol25 dataset.

The charge is 0. For the HOMO-LUMO gap, the calculation gives 6.4 eV. The value obtained for the LUMO energy is -1.27 eV. For the energy above the lowest of the compared OMol25 structures with the same formula, charge and spin, the calculation gives 0.00 kcal per mole. The calculation puts the highest occupied orbital energy at -7.686 eV.

Atoms and positions in Å:
N  -2.64936  0.81786  1.55959
C  -2.49580  2.17086  1.43567
O  -1.43209  2.75372  1.24075
N  -3.67183  2.89416  1.54694
C  -4.97298  2.40110  1.67677
O  -5.90524  3.18401  1.73996
C  -5.00594  0.95598  1.72218
C  -3.84430  0.25471  1.68897
H  -3.54591  3.89907  1.47608
H  -5.95929  0.44843  1.81888
H  -3.84918  -0.83782  1.76281
C  3.93081  -0.54149  -3.60228
N  2.98514  0.22549  -2.81803
C  2.86883  1.57520  -2.93767
O  3.56883  2.28748  -3.69183
C  1.76547  2.03361  -1.99459
C  0.52434  2.54018  -2.73748
C  0.82745  3.77120  -3.56238
C  0.92805  5.01330  -2.93039
C  1.28884  6.14185  -3.67326
C  1.54372  6.02883  -5.04431
C  1.42910  4.78394  -5.67559
C  1.06094  3.65928  -4.93714
N  1.49203  0.82212  -1.22784
C  0.56683  0.84786  -0.24013
C  0.22450  -0.27354  0.51627
C  -0.69000  -0.31243  1.56906
C  -0.92449  -1.51533  2.32790
C  -1.74842  -1.52811  3.49399
C  -1.90139  -2.65621  4.26348
C  -1.18765  -3.85110  3.96880
N  -1.35374  -5.01616  4.72771
C  -2.31559  -6.03458  4.35649
C  -0.37004  -5.49741  5.67680
C  -0.34413  -3.84154  2.83409
C  -0.27265  -2.74696  2.00911
C  2.24768  -0.35811  -1.70479
C  1.33603  -1.47448  -2.22811
C  3.23482  -0.89831  -0.65949
H  4.35000  0.10330  -4.37734
H  4.74750  -0.92198  -2.97395
H  3.42665  -1.39262  -4.07626
H  2.16825  2.83347  -1.34447
H  0.15814  1.72206  -3.38168
H  -0.24455  2.75882  -1.98227
H  0.73483  5.07765  -1.85503
H  1.37355  7.10577  -3.17132
H  1.83510  6.90699  -5.62201
H  1.63511  4.67927  -6.74108
H  0.97659  2.67831  -5.41262
H  0.13628  1.83004  -0.02510
H  0.74323  -1.20522  0.28329
H  -0.98767  0.64296  2.02498
H  -2.25100  -0.59266  3.78041
H  -2.56083  -2.64694  5.14091
H  -2.94918  -5.68449  3.53613
H  -1.79869  -6.95825  4.05614
H  -2.94363  -6.27675  5.22491
H  0.40577  -4.74920  5.85812
H  -0.86975  -5.73081  6.62728
H  0.09610  -6.42746  5.32001
H  0.24997  -4.73280  2.59929
H  0.35475  -2.80613  1.10945
H  0.76038  -1.10101  -3.08552
H  1.95935  -2.31646  -2.55365
H  0.64464  -1.82434  -1.45855
H  4.04073  -0.16857  -0.50538
H  2.73850  -1.10416  0.29241
H  3.68649  -1.82544  -1.03407

Löwdin atomic charge list, values in e, 6 entries: 0.03 -0.54 0.00 0.19 -0.49 0.03



The following is a quantum chemistry calculation of one molecule with the formula C16H13Cl2NO2 at a distorted geometry, from the OMol25 dataset.

The charge is 0. For the HOMO-LUMO gap, the calculation gives 9.5 eV. The SMILES is O=C(C/C=N/OCc1c(Cl)cccc1Cl)c1ccccc1. The value obtained for the LUMO energy is 0.16 eV. For the energy above the lowest of the compared OMol25 structures with the same formula, charge and spin, the calculation gives 7.32 kcal per mole. The calculation puts the highest occupied orbital energy at -9.337 eV.

Atoms and positions in Å:
O  -3.28864  -2.69122  -0.12312
C  -2.31100  -2.08502  0.24821
C  -1.01774  -2.79704  0.59674
C  0.14385  -2.22182  -0.15266
N  1.23913  -2.84243  -0.16710
O  2.33218  -2.40268  -0.82395
C  2.29148  -1.21535  -1.61086
C  2.20949  0.06153  -0.81058
C  1.24742  1.04319  -1.04730
Cl  0.05383  0.83285  -2.28804
C  1.20326  2.21670  -0.31278
C  2.12639  2.42649  0.69529
C  3.09556  1.47658  0.95671
C  3.13874  0.31426  0.20183
Cl  4.38776  -0.82918  0.51940
C  -2.30476  -0.60340  0.35961
C  -3.20397  0.11098  -0.43220
C  -3.24158  1.49088  -0.38314
C  -2.39426  2.17403  0.47402
C  -1.50887  1.47288  1.27746
C  -1.45458  0.09298  1.21766
H  -1.12107  -3.86134  0.37659
H  -0.84414  -2.70542  1.67277
H  -0.03704  -1.27679  -0.66257
H  1.47690  -1.26759  -2.34130
H  3.24815  -1.25014  -2.14112
H  0.44832  2.95330  -0.53505
H  2.09332  3.33661  1.27329
H  3.82779  1.63057  1.73266
H  -3.86051  -0.44019  -1.08898
H  -3.93317  2.03447  -1.00950
H  -2.42691  3.25285  0.52047
H  -0.85478  2.00329  1.95368
H  -0.76054  -0.43481  1.85386

Löwdin atomic charge list, values in e, 6 entries: 0.11 -0.36 -0.08 -0.15 0.06 -0.17